No. 1
Computed, not measured: 3 unconnected molecules or ions with the total composition C47H53BrFINO12P3S, with ωB97M-V with the def2-TZVPD basis set.

```
! wB97M-V def2-TZVPD RIJCOSX def2/J DEFGRID3
* xyz 0 1
C 7.8509 1.2551 -0.1078
C 8.6793 1.1001 -1.4637
O 9.0311 2.3516 -2.1237
P 7.6835 3.3242 -2.4838
O 8.1442 4.3929 -3.5050
C 6.3580 2.2756 -3.2964
C 5.0546 3.1429 -3.7877
C 3.8319 2.5634 -2.9467
C 2.4205 3.2407 -3.0855
N 1.3479 2.5573 -2.2268
P 1.6745 2.1222 -0.5242
O 2.7451 3.2186 0.2265
Br 2.8223 0.1270 -0.5879
C 0.1198 3.3483 -2.5426
C -1.2521 2.6251 -2.9006
C -1.8128 1.6488 -1.7667
C -3.1042 0.9028 -2.4180
F -0.8905 0.5515 -1.4602
C 0.5530 4.6918 -3.3760
I -0.8214 6.1339 -2.5171
C -0.0616 4.4583 -4.8347
O -0.7731 5.4170 -5.3094
O 0.0571 3.3289 -5.5967
C 2.1895 4.8597 -3.2128
C 2.6740 5.7736 -1.9484
C 4.1772 5.5520 -1.4878
C 2.4089 7.3399 -2.1048
C 3.6643 8.3206 -2.0884
P 2.8518 5.6491 -4.8235
O 4.3979 6.3491 -4.6509
O 1.8407 6.8827 -5.4326
S 3.0483 4.3730 -6.3051
O 7.0167 4.1493 -1.1549
C 8.0368 4.6925 -0.2717
C 7.4339 4.6232 1.2294
H 7.7127 0.2057 0.3486
H 6.7984 1.6756 -0.2487
H 8.3642 1.8809 0.6949
H 9.6776 0.5992 -1.1777
H 8.1935 0.3953 -2.2287
H 6.8337 1.7779 -4.2190
H 6.0049 1.4563 -2.5727
H 5.3280 4.2248 -3.5868
H 4.9331 2.8664 -4.8819
H 4.2022 2.4886 -1.8534
H 3.7203 1.4567 -3.2707
H 2.0624 2.8767 -4.1303
H 1.2692 1.6227 -2.6936
H 3.6036 2.7625 0.3775
H -0.1345 3.8318 -1.5189
H -2.0335 3.4252 -3.1638
H -1.0786 1.9587 -3.8292
H -2.1610 2.2064 -0.8384
H -3.7578 0.4821 -1.5784
H -2.6670 -0.0245 -2.9501
H -3.6621 1.5553 -3.1626
H 2.0118 5.3998 -1.0757
H 4.9820 5.9190 -2.2080
H 4.3209 6.1823 -0.5278
H 4.4673 4.5000 -1.1727
H 1.7683 7.6359 -3.0190
H 1.7552 7.6578 -1.2050
H 4.3045 8.2645 -1.1296
H 3.2372 9.3958 -2.0758
H 4.3506 8.2759 -2.9927
H 5.0404 5.8687 -5.2283
H 2.4080 7.4336 -6.0319
H 9.0207 4.1209 -0.2634
H 8.1775 5.8047 -0.5129
H 8.1969 4.9523 2.0082
H 6.4832 5.2751 1.2878
H 7.1009 3.5482 1.4238
C -2.7778 -5.0223 -0.1008
C -3.3566 -6.1539 0.4695
C -4.7300 -6.2029 0.6793
C -5.5288 -5.1139 0.3302
C -4.9458 -3.9711 -0.2184
C -3.5692 -3.9320 -0.4440
C -5.7750 -2.7893 -0.5477
O -5.2666 -1.7921 -1.0303
C -7.2291 -2.8348 -0.2733
C -8.0143 -1.7089 -0.5245
C -9.3832 -1.7469 -0.2822
C -9.9743 -2.9115 0.2027
C -9.1947 -4.0336 0.4595
C -7.8186 -3.9942 0.2310
C -6.9923 -5.1825 0.5413
O -7.5083 -6.2010 0.9702
H -1.7069 -4.9884 -0.2727
H -2.7364 -6.9994 0.7487
H -5.1751 -7.0896 1.1194
H -3.1118 -3.0510 -0.8828
H -7.5609 -0.7994 -0.9053
H -9.9910 -0.8686 -0.4734
H -11.0436 -2.9428 0.3848
H -9.6602 -4.9363 0.8417
C -1.5165 -8.7386 9.0624
C -2.6020 -9.5655 9.3432
C -3.7832 -9.4332 8.6221
C -3.8867 -8.4638 7.6243
C -2.8079 -7.6196 7.3598
C -1.6179 -7.7668 8.0736
C -2.9211 -6.5540 6.3374
O -1.9775 -5.8184 6.1032
C -4.2006 -6.3908 5.6109
C -4.3416 -5.3553 4.6861
C -5.5352 -5.2022 3.9892
C -6.5889 -6.0877 4.2059
C -6.4544 -7.1172 5.1304
C -5.2629 -7.2649 5.8420
C -5.1427 -8.3425 6.8497
O -6.0653 -9.1153 7.0435
H -0.5918 -8.8487 9.6195
H -2.5261 -10.3154 10.1238
H -4.6236 -10.0836 8.8417
H -0.7709 -7.1220 7.8631
H -3.5237 -4.6639 4.5098
H -5.6443 -4.3929 3.2740
H -7.5173 -5.9722 3.6562
H -7.2802 -7.8009 5.2984
*
```

Summary:
Lowest unoccupied orbital energy   -1.298 eV
Energy   -7174.1924 Ha
SMILES   CCOP(=O)(CCC[C@H]1[N@@H+](P(O)Br)[C@H](C[C@@H](C)F)[C@](I)(C(=O)[O-])[C@]1([C@@H](C)CC)P(O)(O)=S)OCC.O=C1c2ccccc2C(=O)c2ccccc21.O=C1c2ccccc2C(=O)c2ccccc21
Frontier orbital gap   6.1 eV

---

No. 2
Computed, not measured: a molecular structure, C47H53GeN7O2SeW, with ωB97M-V with the def2-TZVPD basis set.

```
! wB97M-V def2-TZVPD RIJCOSX def2/J DEFGRID3
* xyz 4 1
W -0.0976 0.5177 -0.4110
C 2.8624 -0.1403 -1.9131
C 2.5452 -1.6161 -1.8578
C 2.3479 -1.9887 -0.4277
C 3.0535 -3.0777 0.0683
C 3.0272 -3.3816 1.4128
C 2.3229 -2.5242 2.2422
C 1.6357 -1.4741 1.6799
N 1.5816 -1.1933 0.3576
N 1.6799 0.7908 -1.8891
C 1.0586 0.7172 -3.2538
C 0.0993 -0.4224 -3.3133
C -0.1697 -1.1071 -4.4765
C -1.0326 -2.1983 -4.4352
C -1.6035 -2.5499 -3.2248
C -1.3089 -1.8006 -2.1028
N -0.4616 -0.7566 -2.1282
C 2.3324 2.1185 -1.7521
C 1.3257 3.2079 -1.7662
C 1.7086 4.4908 -2.1199
C 0.7458 5.4688 -2.2812
C -0.5787 5.0797 -2.1461
C -0.8645 3.7794 -1.7845
N 0.0596 2.8308 -1.5273
H 3.4294 0.1023 -2.8135
H 3.4902 0.1167 -1.0614
H 3.4158 -2.1545 -2.2316
H 1.7179 -1.9160 -2.4982
H 3.6360 -3.6748 -0.6205
H 3.5646 -4.2351 1.8052
H 2.3120 -2.6503 3.3159
H 1.1242 -0.8057 2.3495
H 1.8442 0.5999 -4.0024
H 0.5388 1.6471 -3.4723
H 0.3106 -0.8111 -5.3999
H -1.2413 -2.7650 -5.3335
H -2.2769 -3.3903 -3.1345
H -1.7678 -2.0312 -1.1571
H 3.0203 2.2554 -2.5923
H 2.9334 2.1152 -0.8474
H 2.7563 4.7018 -2.2949
H 1.0121 6.4826 -2.5494
H -1.3916 5.7672 -2.3348
H -1.8977 3.5049 -1.7498
C -3.9752 2.0243 -2.2044
O -3.7343 2.6918 -0.9147
C -2.6642 2.1403 -0.4316
N -2.1614 1.0956 -1.0178
C -3.1617 0.7211 -2.0766
C -4.0611 -0.4150 -1.6372
C -4.5992 -1.2537 -2.6088
C -5.5522 -2.2035 -2.2705
C -5.9827 -2.3173 -0.9551
C -5.4666 -1.4698 0.0158
C -4.5096 -0.5214 -0.3236
C -2.1139 2.5276 0.8807
C -2.6993 3.2949 1.8664
C -2.3808 2.9849 3.1939
C -1.7017 1.8017 3.4763
C -1.1756 1.1007 2.4020
N -1.2193 1.5784 1.1694
C -1.0835 -0.3713 2.2689
N -1.0441 -0.9127 1.0858
C -1.7454 -2.2648 1.2933
C -1.6193 -2.4389 2.8170
O -1.4072 -1.0729 3.3090
C -1.3720 -3.5861 0.6462
C -2.2268 -4.6424 0.9797
C -1.9951 -5.9208 0.5011
C -0.9104 -6.1687 -0.3314
C -0.0752 -5.1230 -0.6862
C -0.3081 -3.8418 -0.1985
H -3.6209 2.7011 -2.9819
H -5.0449 1.8665 -2.2935
H -2.6611 0.4887 -3.0156
H -4.2911 -1.1515 -3.6437
H -5.9736 -2.8420 -3.0352
H -6.7376 -3.0460 -0.6930
H -5.8312 -1.5316 1.0332
H -4.1413 0.1487 0.4478
H -3.4350 4.0504 1.6229
H -2.8004 3.5730 4.0003
H -1.6601 1.3980 4.4791
H -2.7806 -2.0474 1.0199
H -0.7514 -3.0335 3.0959
H -2.5118 -2.8142 3.3054
H -3.0931 -4.4741 1.6101
H -2.6649 -6.7244 0.7750
H -0.7285 -7.1674 -0.7037
H 0.7628 -5.3024 -1.3482
H 0.3365 -3.0378 -0.5053
C 6.3331 1.7966 2.8918
Ge 4.4418 1.7129 3.3073
C 3.7354 3.3463 4.0938
C 3.9145 0.1435 4.3309
C 3.5682 1.4339 1.4732
Se 1.6346 1.6301 1.5293
C 1.5104 3.5675 1.4459
H 6.8999 1.9238 3.8144
H 6.5600 2.6416 2.2423
H 6.6772 0.8802 2.4126
H 4.2151 3.4912 5.0626
H 2.6620 3.2816 4.2816
H 3.9533 4.2274 3.4904
H 4.3269 0.2090 5.3378
H 4.2949 -0.7701 3.8745
H 2.8281 0.0764 4.4247
H 3.7730 0.4062 1.1715
H 3.9835 2.1308 0.7460
H 1.8390 3.9518 2.4070
H 0.4748 3.8475 1.2628
H 2.1479 3.9508 0.6539
*
```

Summary:
Relative energy (zero: lowest compared OMol25 entry of this formula, charge and spin)   0.000 eV
Lowest unoccupied orbital energy (spin up / spin down)   -12.070 / -12.066 eV
Energy   -6900.6684 Ha
Frontier orbital gap (spin up / spin down)   6.1 / 6.1 eV

---

No. 3
Computed, not measured: a molecular structure, C47H53N3O4P3S2Se4V, with ωB97M-V with the def2-TZVPD basis set.

```
! wB97M-V def2-TZVPD RIJCOSX def2/J DEFGRID3
* xyz 2 3
V -0.9572 0.4586 0.0677
O 0.4052 -0.2495 1.3180
P 1.8807 -0.5862 1.2244
C 2.8064 0.8044 0.5103
P 2.0424 1.5263 -0.9957
O 0.6453 0.9639 -1.2425
C 2.0475 3.2905 -0.8085
C 3.1337 3.9756 -0.2598
C 3.0906 5.3581 -0.1619
C 1.9693 6.0517 -0.6127
C 0.8914 5.3681 -1.1591
C 0.9297 3.9850 -1.2583
C 3.1232 1.0585 -2.3404
C 2.9953 -0.2468 -2.8282
C 3.8436 -0.6917 -3.8316
C 4.8182 0.1584 -4.3448
C 4.9389 1.4564 -3.8688
C 4.0922 1.9123 -2.8658
C 2.5366 -0.7606 2.8800
C 3.3938 -1.7900 3.2613
C 3.8959 -1.8215 4.5580
C 3.5438 -0.8294 5.4633
C 2.6718 0.1912 5.0877
C 2.1657 0.2295 3.7977
C 2.2126 -2.0402 0.2589
C 1.1364 -2.8475 -0.1047
C 1.3626 -3.9844 -0.8717
C 2.6538 -4.3170 -1.2598
C 3.7314 -3.5202 -0.8838
C 3.5144 -2.3805 -0.1261
H 3.8199 0.4706 0.2859
H 2.8504 1.5751 1.2797
H 4.0140 3.4398 0.0850
H 3.9241 5.8972 0.2706
H 1.9417 7.1340 -0.5364
H 0.0150 5.9101 -1.4961
H 0.0929 3.4443 -1.6783
H 2.2280 -0.9041 -2.4313
H 3.7409 -1.6977 -4.2176
H 5.4827 -0.1928 -5.1249
H 5.6903 2.1179 -4.2814
H 4.1760 2.9331 -2.5107
H 3.6617 -2.5697 2.5561
H 4.5707 -2.6149 4.8573
H 3.9584 -0.8427 6.4649
H 2.3983 0.9618 5.7983
H 1.4704 1.0114 3.5022
H 0.1346 -2.5828 0.1985
H 0.5278 -4.6095 -1.1677
H 2.8270 -5.2037 -1.8597
H 4.7373 -3.7851 -1.1858
H 4.3576 -1.7554 0.1561
Se -0.8200 2.5330 1.3210
Se -1.9173 1.9956 3.3065
Se -3.7870 0.8602 2.4492
Se -2.6777 -0.7596 1.1743
O -2.1283 1.3543 -1.1867
S -3.3000 2.3129 -0.8471
C -4.7057 1.3997 -1.4924
C -4.6850 1.0002 -2.9681
C -3.5334 0.0815 -3.4106
C -3.5722 -1.3081 -2.7762
S -1.9461 -2.0703 -2.5059
O -1.2585 -1.2602 -1.4326
C -1.1678 -1.6390 -4.0432
C -1.4562 -2.3948 -5.1729
C -0.8615 -2.0483 -6.3779
C 0.0166 -0.9705 -6.4364
C 0.3104 -0.2402 -5.2900
C -0.2837 -0.5723 -4.0774
C -3.1107 3.6189 -2.0231
C -2.2505 3.4872 -3.1051
C -2.0707 4.5756 -3.9479
C -2.7413 5.7697 -3.7008
C -3.5925 5.8878 -2.6073
C -3.7710 4.8118 -1.7506
H -5.5722 2.0250 -1.2578
H -4.7266 0.5376 -0.8199
H -4.6599 1.8988 -3.5866
H -5.6454 0.5158 -3.1689
H -2.5925 0.5529 -3.1655
H -3.5672 -0.0147 -4.4942
H -4.1228 -2.0281 -3.3883
H -3.9956 -1.3132 -1.7708
H -2.1325 -3.2447 -5.1183
H -1.0763 -2.6260 -7.2701
H 0.4760 -0.7038 -7.3806
H 1.0060 0.5916 -5.3351
H -0.0646 -0.0218 -3.1691
H -1.7240 2.5551 -3.2767
H -1.4044 4.4924 -4.7991
H -2.5934 6.6162 -4.3624
H -4.1054 6.8225 -2.4149
H -4.4129 4.8978 -0.8772
C -1.7771 -4.4855 5.8719
N -0.5894 -3.5676 6.2117
C -1.1474 -2.3186 6.9199
N -2.1237 -1.6837 6.1120
C -3.2209 -2.6046 5.8118
N -2.7465 -3.7943 5.1004
C -2.2868 -3.4745 3.7343
P -0.8572 -2.2722 3.6752
C 0.1690 -3.1748 4.9657
C -1.5734 -1.0528 4.8950
H -2.1898 -4.8060 6.8271
H -1.3730 -5.3393 5.3347
H 0.0331 -4.0608 6.8494
H -0.3025 -1.6638 7.1226
H -1.5805 -2.6732 7.8545
H -3.9558 -2.0917 5.1968
H -3.6938 -2.9135 6.7445
H -3.1114 -3.0355 3.1753
H -2.0026 -4.3966 3.2237
H 0.9908 -2.5207 5.2649
H 0.5960 -4.0766 4.5323
H -2.3667 -0.4973 4.3949
H -0.8008 -0.3343 5.1708
*
```

Summary:
Relative energy (zero: lowest compared OMol25 entry of this formula, charge and spin)   0.000 eV
Lowest unoccupied orbital energy (spin up / spin down)   -4.057 / -3.915 eV
Energy   -14657.9403 Ha
Frontier orbital gap (spin up / spin down)   7.1 / 7.2 eV

---

No. 4
Computed, not measured: a molecular structure, C47H53N4O5SZr, with ωB97M-V with the def2-TZVPD basis set.

```
! wB97M-V def2-TZVPD RIJCOSX def2/J DEFGRID3
* xyz 1 1
Zr 0.6776 0.2816 0.3824
C 1.0842 -5.8143 4.2115
C 0.8690 -6.1040 2.7249
C -0.4403 -6.8947 2.5598
C 2.0582 -6.9348 2.2158
C 0.7660 -4.8280 1.9035
C 0.7584 -3.5910 2.4645
C 0.6558 -2.4485 1.6327
N 0.5012 -1.1773 1.9863
C 0.5068 -0.5076 3.1642
C 1.0553 -0.9262 4.3892
C 1.1229 -0.0616 5.4478
C 0.4970 1.1966 5.3141
C -0.0985 1.6750 4.1639
C -0.0099 0.8497 3.0166
O -0.3075 1.2310 1.8061
C -0.6323 3.1183 4.1589
C 0.5961 4.0505 4.1548
C -1.5405 3.4666 2.9707
C -1.4634 3.3696 5.4251
C 1.9528 -0.4295 6.6762
C 1.9184 0.6514 7.7585
C 1.4584 -1.7451 7.2900
C 3.4143 -0.5881 6.2056
C 0.6197 -2.5892 0.1665
O 0.6688 -1.5041 -0.5021
C 0.5187 -3.8968 -0.3985
C 0.6252 -4.9389 0.4819
C 0.3293 -4.2270 -1.8880
C 0.2268 -3.0188 -2.8299
C 1.5256 -5.0731 -2.3530
C -0.9797 -5.0234 -2.0234
H 1.1862 -6.7532 4.7551
H 0.2388 -5.2744 4.6426
H 1.9971 -5.2356 4.3707
H -0.3837 -7.8392 3.1018
H -0.6453 -7.1169 1.5116
H -1.2807 -6.3182 2.9505
H 2.1853 -7.8180 2.8419
H 2.9789 -6.3498 2.2558
H 1.9133 -7.2716 1.1886
H 0.7888 -3.4710 3.5350
H 1.5160 -1.9014 4.4495
H 0.5087 1.8546 6.1712
H 1.3317 3.7124 3.4206
H 1.0810 4.0597 5.1333
H 0.3051 5.0739 3.9114
H -0.9904 3.5727 2.0403
H -2.0416 4.4139 3.1754
H -2.3080 2.7053 2.8266
H -0.9458 3.0789 6.3388
H -2.4056 2.8205 5.3790
H -1.6960 4.4322 5.5032
H 0.9106 0.8048 8.1490
H 2.3072 1.6035 7.3914
H 2.5508 0.3387 8.5895
H 0.4637 -1.6180 7.7204
H 2.1352 -2.0651 8.0838
H 1.4064 -2.5458 6.5506
H 3.7086 0.2649 5.5904
H 3.5508 -1.4950 5.6144
H 4.0878 -0.6395 7.0629
H 0.5922 -5.9380 0.0684
H 1.1430 -2.4330 -2.8264
H -0.6113 -2.3742 -2.5649
H 0.0608 -3.3896 -3.8423
H 2.4538 -4.5256 -2.1808
H 1.4364 -5.2808 -3.4200
H 1.5862 -6.0283 -1.8289
H -1.8126 -4.4554 -1.6031
H -0.9319 -5.9877 -1.5141
H -1.1882 -5.2061 -3.0782
C 2.6072 5.2741 -1.2321
C 2.0948 4.7364 -2.4054
C 1.2835 3.6172 -2.3650
C 1.0037 3.0207 -1.1380
C 1.5214 3.5564 0.0443
C 2.3154 4.6874 -0.0080
N 0.1589 1.8973 -0.9951
N -0.7142 1.6818 -1.8763
C -1.5721 0.6257 -1.6200
C -2.6356 0.4569 -2.5189
C -3.5586 -0.5400 -2.2909
C -3.4067 -1.3741 -1.1864
C -2.3361 -1.2142 -0.3101
C -1.4055 -0.2040 -0.4830
H 3.2263 6.1608 -1.2619
H 2.3280 5.1987 -3.3549
H 0.8706 3.1912 -3.2689
H 1.2532 3.1066 0.9896
H 2.7029 5.1246 0.9030
H -2.7095 1.1198 -3.3720
H -4.3953 -0.6775 -2.9620
H -4.1270 -2.1651 -1.0143
H -2.2352 -1.9071 0.5225
O 3.3829 -1.9666 -1.0070
S 3.7151 -0.6169 -1.3759
O 3.8126 -0.2820 -2.7553
N 2.6686 0.4200 -0.5663
C 3.1908 0.6595 0.6428
O 2.4424 1.0121 1.5901
C 4.6446 0.4422 0.7484
C 5.4802 0.7931 1.7933
C 6.8336 0.5138 1.6559
C 7.3215 -0.1027 0.5093
C 6.4744 -0.4648 -0.5350
C 5.1372 -0.1756 -0.3919
H 5.0781 1.2802 2.6718
H 7.5163 0.7852 2.4499
H 8.3806 -0.3065 0.4280
H 6.8518 -0.9584 -1.4203
*
```

Summary:
Lowest unoccupied orbital energy (spin up / spin down)   -5.251 / -5.250 eV
Energy   -2863.1289 Ha
Frontier orbital gap (spin up / spin down)   5.3 / 5.3 eV